Here is a cluster of 2 separate species, CH2F2O2P in total in a non-equilibrium geometry from OMol25. Energies are from ωB97M-V/def2-TZVPD.

relative energy (zero: lowest compared OMol25 entry of this formula, charge and spin)	2.511	eV
E	-19890.15210	eV
highest occupied orbital energy	-4.2916	eV

```
! wB97M-V def2-TZVPD RIJCOSX def2/J DEFGRID3
* xyz -1 1
C -0.50 -0.40 0.06
O -3.05 -0.70 -1.00
O -2.50 1.50 0.25
F -0.15 -1.66 -0.35
F 1.63 0.61 -1.49
P -2.18 0.08 -0.05
H -0.23 -0.19 1.05
H 0.80 0.53 -1.09
*
```